Record 1
Entry from the Open Molecules 2025 dataset: C27H35MoN2O2PS3Si as an isolated structure (the ωB97M-V functional and the def2-TZVPD basis).

```
72
Properties=species:S:1:pos:R:3:forces:R:3
Mo -0.027 0.242 -0.833 0.1 0.0 0.5
S -0.848 -4.689 -2.595 0.0 0.0 -0.1
C -0.999 -3.087 -2.092 -0.1 -0.1 0.2
S 0.233 -1.938 -2.200 0.0 0.0 -0.1
S -2.565 -3.017 -1.461 0.1 0.1 -0.1
N -2.819 -0.116 0.898 0.0 -0.2 0.0
P -1.235 -0.664 1.205 0.0 0.1 -0.1
C -1.270 -2.409 1.680 0.0 0.0 0.0
C -2.206 -2.916 2.578 0.0 0.0 0.0
C -2.190 -4.260 2.909 0.0 0.0 0.0
C -1.221 -5.095 2.363 0.0 0.0 0.0
C -0.272 -4.590 1.489 0.0 0.0 0.0
C -0.298 -3.246 1.144 0.0 0.0 0.0
C -0.919 0.134 2.813 0.1 0.0 0.0
C -1.392 1.417 3.082 0.0 0.0 0.0
C -1.087 2.039 4.284 0.0 0.0 0.0
C -0.299 1.392 5.224 0.0 0.0 0.0
C 0.179 0.115 4.963 0.0 0.0 0.0
C -0.132 -0.513 3.767 0.0 0.0 0.0
C -3.243 0.049 -0.408 0.1 0.0 0.1
C -4.603 0.057 -0.712 -0.1 0.0 0.0
C -4.991 0.146 -2.028 0.0 0.0 0.1
C -4.014 0.203 -3.016 0.0 0.0 0.0
C -2.696 0.212 -2.630 0.0 0.0 0.0
N -2.297 0.188 -1.344 0.1 0.0 -0.1
H -3.549 -0.322 1.565 0.0 0.0 0.0
H -2.949 -2.262 3.023 0.0 0.0 0.0
H -2.927 -4.659 3.594 0.0 0.0 0.0
H -1.213 -6.146 2.621 0.0 0.0 0.0
H 0.473 -5.241 1.052 0.0 0.0 0.0
H 0.422 -2.849 0.437 0.0 0.0 0.0
H -1.999 1.932 2.351 0.0 0.0 0.0
H -1.465 3.033 4.482 0.0 0.0 0.0
H -0.061 1.879 6.160 0.0 0.0 0.0
H 0.792 -0.396 5.694 0.0 0.0 0.0
H 0.234 -1.514 3.578 0.0 0.0 0.0
H -5.328 -0.035 0.085 0.0 0.0 0.0
H -6.041 0.138 -2.288 0.0 0.0 0.0
H -4.268 0.222 -4.065 0.0 0.0 0.0
H -1.906 0.224 -3.365 0.0 0.0 0.0
C 3.855 -0.847 -0.496 -0.1 0.0 0.0
C 2.928 -0.102 0.459 0.1 0.0 0.3
C 3.349 1.350 0.650 -0.1 0.0 -0.1
C 2.856 -0.824 1.802 0.0 0.1 0.0
O 1.632 -0.128 -0.111 -0.1 0.0 -0.4
H 4.890 -0.768 -0.159 0.0 0.0 0.0
H 3.779 -0.432 -1.499 0.0 0.0 0.0
H 3.578 -1.901 -0.539 0.0 0.0 0.0
H 4.333 1.408 1.117 0.0 0.0 0.0
H 2.630 1.864 1.291 0.0 0.0 0.0
H 3.390 1.862 -0.312 0.0 0.0 0.1
H 3.858 -0.957 2.213 0.0 0.0 0.0
H 2.404 -1.809 1.668 0.0 0.0 0.0
H 2.263 -0.248 2.514 0.0 0.0 0.0
C 3.251 1.769 -3.345 0.0 0.0 0.0
Si 1.534 2.508 -3.158 0.1 -0.1 0.0
C 1.643 3.904 -1.906 0.0 0.0 0.0
C 1.068 3.273 -4.814 0.0 0.0 0.0
C 0.231 1.231 -2.751 -0.2 0.0 -0.1
H 3.904 2.486 -3.849 0.0 0.0 0.0
H 3.239 0.853 -3.939 0.0 0.0 0.0
H 3.702 1.542 -2.378 0.0 0.0 0.0
H 2.326 4.666 -2.290 0.0 0.0 0.0
H 2.028 3.569 -0.942 0.0 0.0 0.0
H 0.679 4.384 -1.729 0.0 0.0 0.0
H 1.802 4.018 -5.128 0.0 0.0 0.0
H 0.095 3.766 -4.755 0.0 0.0 0.0
H 1.008 2.512 -5.594 0.0 0.0 0.0
H 0.264 0.493 -3.565 0.0 0.0 0.0
H -0.679 1.827 -2.915 0.0 0.1 0.0
O -0.544 3.046 0.460 0.0 0.0 0.0
C -0.302 2.026 -0.004 0.1 0.1 -0.1
```
Positions in Å, forces in eV/Å.

## Properties
- E_LUMO (spin up / spin down): -0.0077 / -0.0355 hartree
- 2S+1: 3
- Calculated total energy: -3203.52029 Ha
- Charge: 0
- Kohn-Sham gap (spin up / spin down): 7.18 / 6.72 eV

Record 2
Entry from the Open Molecules 2025 dataset: C21H36CdCl5N4O2S3 as an isolated structure (the ωB97M-V functional and the def2-TZVPD basis).

```
72
Properties=species:S:1:pos:R:3:forces:R:3
Cd -0.850 0.121 -0.945 0.1 3.1 -2.4
C -2.649 0.915 -3.034 -2.5 2.7 -0.1
C -1.243 1.536 -3.329 -2.0 0.7 -0.3
N -0.597 1.852 -2.091 4.9 1.7 -1.9
C -0.655 3.024 -1.287 -2.9 1.8 -1.3
C -1.966 2.996 -0.429 -0.8 1.7 -1.8
S -2.348 1.473 0.381 1.8 3.2 3.2
C -3.777 0.721 -0.122 -4.1 0.0 -1.7
C -3.599 -0.497 -1.075 -4.8 3.3 0.0
N -2.676 -0.004 -1.980 2.3 -6.5 -5.9
H -3.277 1.700 -2.591 -0.1 0.9 -0.8
H -3.161 0.621 -3.967 0.2 -0.1 0.1
H -0.717 0.792 -3.950 0.5 0.4 0.7
H -1.339 2.461 -3.926 -0.4 -0.4 -0.2
H 0.537 1.803 -2.404 -2.8 -0.5 1.1
H 0.165 3.098 -0.582 0.0 0.4 -1.1
H -0.618 3.933 -1.923 -0.4 0.1 0.2
H -1.952 3.859 0.253 0.0 -0.4 0.2
H -2.837 3.158 -1.077 0.2 0.4 -0.3
H -4.429 0.420 0.703 0.3 0.4 0.0
H -4.324 1.535 -0.624 -0.3 -0.4 -0.3
H -3.288 -1.387 -0.452 -3.6 1.6 -2.7
H -4.564 -0.746 -1.566 -0.2 0.2 0.2
H -2.321 -1.106 -2.606 -1.5 4.1 1.9
Cl -2.865 -0.018 2.380 -0.8 -2.0 2.8
C -2.811 -1.403 1.296 1.6 -1.6 0.2
C -2.054 -1.260 0.115 0.9 -3.1 3.4
C -1.954 -2.320 -0.803 0.8 -2.7 2.5
Cl -0.987 -2.006 -2.212 1.7 -4.6 -1.9
C -2.604 -3.510 -0.563 0.7 0.6 -0.2
Cl -2.478 -4.811 -1.710 -0.1 -0.2 0.0
C -3.371 -3.659 0.622 -0.4 0.2 0.2
Cl -4.194 -5.160 0.934 0.1 0.0 0.0
C -3.469 -2.600 1.550 0.4 0.2 -0.2
Cl -4.405 -2.781 3.002 -0.1 -0.1 0.0
O 0.184 -0.939 0.115 1.9 -4.8 2.6
C 5.081 0.296 1.110 0.2 0.0 0.2
C 3.578 0.106 0.965 1.1 -0.2 -1.2
N 3.174 0.230 -0.406 6.8 -5.1 -2.6
C 2.251 -0.590 -1.140 1.9 -1.0 1.1
S 1.266 0.093 -2.425 4.2 -4.1 -5.9
N 2.167 -1.899 -0.857 1.8 0.5 -1.2
C 3.241 -2.767 -0.395 -0.1 -0.1 -0.2
C 2.770 -3.677 0.729 0.1 -0.1 0.2
H 5.380 0.210 2.160 0.0 0.1 0.0
H 5.387 1.282 0.747 0.0 0.0 0.0
H 5.630 -0.453 0.533 -0.1 0.0 0.0
H 3.069 0.878 1.512 0.2 -0.1 0.3
H 3.259 -0.833 1.386 0.4 -0.1 -0.3
H 3.160 1.169 -0.749 0.6 -0.3 0.0
H 1.482 -2.360 -1.436 -0.3 0.1 0.3
H 4.117 -2.190 -0.099 -0.2 0.1 0.0
H 3.543 -3.378 -1.255 0.1 -0.1 0.1
H 2.425 -3.098 1.587 0.0 0.0 -0.1
H 3.583 -4.330 1.058 0.0 0.0 0.0
H 1.939 -4.304 0.398 0.0 0.1 0.0
C 0.903 3.647 2.383 -0.2 0.1 0.1
C 1.711 2.699 1.511 0.0 0.6 -0.1
S 0.614 1.594 0.540 1.7 -2.5 3.6
O 1.471 0.891 -0.589 -8.6 10.4 6.6
C 0.236 0.380 1.926 0.3 0.5 0.8
C 1.287 -0.627 2.314 0.2 0.0 1.1
H 1.569 4.343 2.899 0.0 0.0 0.0
H 0.329 3.111 3.141 0.0 0.0 -0.1
H 0.200 4.235 1.785 0.0 0.0 0.0
H 2.413 2.125 2.104 -0.1 0.2 0.2
H 2.291 3.282 0.787 0.0 -0.1 0.0
H -0.630 -0.158 1.589 0.2 0.2 0.1
H -0.049 0.968 2.814 0.3 0.6 -0.1
H 1.557 -1.254 1.475 -0.5 0.1 0.0
H 0.898 -1.277 3.107 -0.2 0.1 0.0
H 2.191 -0.154 2.691 -0.3 0.0 0.7
```
Positions in Å, forces in eV/Å.

## Properties
- E_LUMO: 0.0858 hartree
- Calculated total energy: -4853.60390 Ha
- Charge: -1
- Kohn-Sham gap: 4.53 eV

Record 3
Entry from the Open Molecules 2025 dataset: CHCoF3O2S as an isolated structure (the ωB97M-V functional and the def2-TZVPD basis).

```
9
Properties=species:S:1:pos:R:3:forces:R:3
S -0.085 0.048 -1.170 -0.4 0.3 0.7
O -0.366 -1.518 -1.143 -0.3 0.3 -0.3
O -1.446 0.491 -1.915 0.6 -0.4 0.1
Co -1.972 -1.293 -2.107 -0.1 -0.1 0.2
C -0.732 0.621 0.761 1.1 0.5 1.9
F 0.042 1.697 0.972 -0.9 -1.0 -0.7
F -0.354 -0.381 1.557 -0.4 0.7 -1.4
H -1.794 0.750 0.513 0.3 0.1 0.6
F -1.849 1.368 2.662 0.1 -0.4 -1.1
```
Positions in Å, forces in eV/Å.

## Properties
- E_LUMO (spin up / spin down): -0.1262 / -0.1262 hartree
- 2S+1: 4
- Calculated total energy: -2269.51161 Ha
- Charge: 0
- Kohn-Sham gap (spin up / spin down): 4.34 / 4.24 eV

Record 4
Entry from the Open Molecules 2025 dataset: the molecule H3IO3Si (the ωB97M-V functional and the def2-TZVPD basis).

```
8
Properties=species:S:1:pos:R:3:forces:R:3
O 0.541 -0.371 1.507 0.1 -0.4 1.1
Si 0.176 -0.026 0.003 -0.4 2.3 -1.8
O 0.010 -1.253 -1.035 0.5 0.1 0.0
O -1.252 0.875 0.027 1.7 -1.1 0.9
I 1.981 1.521 -1.051 -1.0 -1.0 0.6
H 0.090 0.247 2.093 0.1 -0.1 0.4
H -0.223 -2.095 -0.658 -0.2 -0.6 0.1
H -1.323 1.103 -0.886 -0.8 0.8 -1.2
```
Positions in Å, forces in eV/Å.

## Properties
- E_LUMO: 0.0052 hartree
- Calculated total energy: -814.89159 Ha
- Charge: 0
- Kohn-Sham gap: 9.76 eV
- Structure (SMILES): O[Si](O)(O)I

Record 5
Entry from the Open Molecules 2025 dataset: C7H15ClSi as an isolated structure (the ωB97M-V functional and the def2-TZVPD basis).

```
24
Properties=species:S:1:pos:R:3:forces:R:3
C 1.986 -0.137 0.207 -1.4 -1.6 0.8
C 0.785 0.724 -0.028 -1.2 1.7 0.2
C 3.302 0.324 -0.114 1.0 1.7 -2.2
C 1.766 -1.553 0.727 2.9 1.0 0.3
C -2.027 2.212 -0.409 -0.5 3.3 0.0
C -1.459 -0.040 1.817 1.2 0.2 -1.2
C -1.271 -0.613 -1.296 -1.5 -0.7 2.6
Si -1.067 0.722 0.075 -0.4 -2.3 0.8
Cl 1.159 2.287 -0.564 0.6 1.3 -0.4
H 3.389 1.354 -0.618 -0.4 -1.5 1.1
H 3.874 0.342 0.775 1.2 0.0 1.0
H 3.799 -0.313 -0.848 0.3 -0.5 0.1
H 2.644 -1.772 1.505 -1.8 0.2 -1.5
H 0.817 -1.660 1.233 -0.2 -0.3 -0.2
H 1.938 -2.210 -0.163 -0.5 -0.1 0.9
H -1.757 3.323 -0.110 0.1 -2.4 -0.3
H -1.968 2.212 -1.513 -0.2 0.1 0.3
H -3.104 2.201 -0.110 0.7 -0.6 -0.3
H -2.447 -0.082 2.207 -1.0 0.3 0.1
H -1.168 -1.098 1.686 0.2 0.4 0.4
H -0.799 0.501 2.516 -0.2 -0.5 0.0
H -0.233 -0.774 -1.445 0.7 -0.5 -1.3
H -1.667 -1.533 -0.787 0.4 0.6 -0.4
H -1.933 -0.463 -2.120 0.1 0.4 -0.9
```
Positions in Å, forces in eV/Å.

## Properties
- E_LUMO (spin up / spin down): 0.0303 / -0.0448 hartree
- 2S+1: 3
- Calculated total energy: -1025.24196 Ha
- Charge: 0
- Kohn-Sham gap (spin up / spin down): 6.34 / 8.59 eV

no.,maximum force (eV Å⁻¹)
1,0.485
2,14.972
3,2.222
4,2.934
5,3.323